# 1
Here is a 8-piece molecular cluster, C25H69ClN5O11 overall in a non-equilibrium geometry from the Open Molecules 2025 dataset. Energies are from ωB97M-V/def2-TZVPD.

Structure (XYZ):
```
111
Properties=species:S:1:pos:R:3:forces:R:3:mulliken_charge:R:1
H 1.45301 15.16159 -4.57873 0.054 0.402 -0.118 0.15
H 4.54928 13.10234 -12.33295 -0.013 0.029 0.044 0.34
C -2.26364 14.49986 -11.24577 0.314 0.605 0.453 -0.38
H 0.48738 12.75386 -14.43557 0.635 -0.131 -0.150 0.36
H 0.20639 14.68565 -9.05890 -0.351 0.176 0.141 -0.28
C 3.86453 12.24822 -12.28100 -0.436 -0.828 -0.225 0.66
C -4.46611 14.83594 -10.07441 0.001 -0.672 -0.612 -1.24
H -4.76587 15.80096 -10.47876 0.272 0.198 0.220 0.32
H 0.60078 11.64166 -5.91140 0.010 -0.104 -0.086 0.42
H 4.89902 21.12843 -6.90608 -0.380 -0.491 0.367 0.50
H 1.14503 11.89121 -7.37811 0.039 0.248 -0.002 0.40
H 6.78097 22.32752 -11.06443 -0.160 0.390 0.224 0.45
O 1.32186 12.03527 -6.42822 -1.352 -0.113 -0.412 -0.41
C 0.64238 16.78683 -2.31231 -0.079 -0.096 -0.132 -1.54
H 8.20607 10.54670 -5.00824 0.134 -0.275 -0.049 0.33
O 7.04044 19.46383 -11.37309 -0.636 -0.211 -0.003 -0.46
C 5.09447 21.44116 -8.95511 -0.096 0.680 1.007 -1.55
H 4.00575 9.49179 -5.44849 -0.257 -0.161 -0.240 0.29
H 0.82894 18.73365 -4.37997 0.055 -0.016 0.181 0.43
H 8.30502 17.77998 -9.75860 0.056 0.221 -0.227 0.40
O 1.81567 11.49665 -13.34277 0.146 0.092 -0.033 -0.33
H 5.00074 22.78293 -11.17313 0.297 0.282 0.184 0.41
H 0.44858 17.75124 -1.84392 -0.022 0.120 -0.237 0.41
H 7.11753 20.17859 -7.38443 -0.226 0.294 0.162 0.46
C 8.09962 18.56839 -9.03668 -0.200 -0.604 0.522 -1.94
O 4.36706 15.60807 -7.14464 -0.502 -0.073 0.487 -0.64
H 6.07154 18.77266 -7.05960 0.299 0.177 0.304 0.37
C 5.83640 10.19559 -6.13737 -0.106 0.076 -0.942 -0.79
H 5.70478 11.17962 -12.63438 0.053 -0.323 0.493 0.38
H 6.26705 9.22882 -6.42165 0.052 -0.049 0.288 0.45
H 0.22583 14.67786 -3.72284 -0.441 0.240 0.068 0.30
H -3.45198 12.06121 -11.62277 0.421 0.139 0.065 0.24
H 4.46499 8.79054 -7.92128 -0.151 -0.013 -0.229 0.44
O -1.63828 14.52738 -9.95924 -0.238 -0.080 0.203 -0.26
H 2.27686 13.49031 -12.96536 -0.100 0.016 -0.176 0.48
C 0.36259 16.74394 -3.80375 -0.440 0.425 -0.576 0.40
H 4.35354 10.11568 -12.03972 0.057 0.024 0.091 0.33
C -3.69888 14.03510 -11.13321 -0.516 -0.400 0.078 0.39
H 7.60963 20.20229 -11.61313 0.193 -0.146 -0.039 0.34
H 2.24568 17.73487 -4.35032 0.094 -0.496 -0.286 0.47
H -5.39012 14.30163 -9.84908 0.026 0.039 0.217 0.39
H 6.22878 10.93647 -6.85172 0.073 -0.042 -0.013 0.31
H 1.76177 18.05426 -7.80152 0.162 -0.014 -0.034 0.40
H -3.83022 14.89935 -9.19616 -0.268 0.263 0.187 0.21
H 3.88663 19.27976 -10.24181 0.012 0.117 0.148 0.19
N 3.24777 12.11495 -10.93853 0.496 0.893 -0.236 -0.56
H 2.93180 17.79737 -6.46004 0.150 0.105 -0.304 0.38
C 5.75065 17.69721 -9.30989 0.049 -0.143 -0.085 -1.31
C 7.42015 10.10908 -4.39112 -0.491 0.775 0.497 -0.78
C 5.75764 22.00415 -11.25332 -0.168 -0.866 -0.697 -2.06
H -4.66597 12.27492 -10.66237 -0.049 0.323 0.306 0.25
H -1.22573 16.40167 -6.76430 0.272 0.188 0.134 0.45
H 2.72627 12.98915 -10.85146 -0.164 -0.159 0.408 0.06
C 0.54173 11.93049 -13.70671 -0.820 0.658 -0.100 -0.66
H 0.24397 13.85848 -10.54880 -0.353 -0.069 -0.193 0.21
O 3.97011 13.52387 -8.13544 -0.160 -0.537 0.432 -0.66
C 2.75874 12.55531 -13.28158 0.076 -0.309 0.051 -0.92
H 4.17958 11.68370 -5.07025 -0.509 0.226 0.158 0.39
H 4.07120 19.88176 -7.97360 0.016 -0.238 0.614 -0.31
H 0.00591 12.35065 -12.84109 -0.064 -0.353 0.118 0.07
Cl 3.42994 14.84701 -7.91221 -0.554 0.903 -2.090 1.44
H 4.18338 22.04956 -8.96968 -0.004 -0.054 -0.330 0.54
H -0.03968 16.07414 -1.84533 0.234 -0.063 0.235 0.40
H 4.45859 10.72942 -13.70091 -0.223 -0.200 0.094 0.35
H 6.29494 16.76985 -9.12227 -0.063 0.039 0.372 0.44
H -4.20633 14.14826 -12.09832 0.262 0.485 -0.100 0.38
H -1.69221 13.83936 -11.90512 0.001 0.092 -0.115 0.01
H -0.02844 11.12299 -14.16295 0.081 -0.236 0.311 0.33
H 4.83753 17.70294 -8.71490 0.010 -0.116 0.025 -0.09
H 5.70491 21.65935 -12.29021 0.134 0.040 -0.003 0.41
H 5.45430 17.63266 -10.35711 0.072 0.132 -0.030 0.27
H 3.90435 10.40505 -8.39111 0.038 -0.034 -0.039 0.26
H -0.66602 17.07239 -4.00058 -0.139 -0.213 0.326 0.13
H 4.00955 12.26714 -10.27900 -0.134 -0.159 0.167 0.13
H 4.17272 19.75886 -11.85283 0.029 0.461 -0.185 0.34
H -1.14482 14.81105 -6.86847 -0.030 -0.020 -0.076 0.39
O 6.14481 10.58588 -4.82369 -0.058 -0.503 -0.089 -0.31
O 0.95667 17.52421 -6.00873 0.277 -0.047 0.381 -0.24
H 7.44811 9.01996 -4.34692 0.090 -0.027 -0.256 0.31
C 3.82634 9.62628 -7.62986 0.532 -0.160 0.046 -1.32
H 3.20261 20.80036 -10.71047 0.059 0.173 -0.466 0.37
C -0.26063 14.70080 -10.04471 1.752 -0.795 -0.005 -0.23
O -0.64807 15.64077 -6.94117 -0.029 -0.236 -0.514 -0.25
N 3.77155 11.48281 -5.98548 -0.344 -0.616 0.255 -0.41
C 5.36821 20.85101 -10.33198 -0.673 -0.690 0.324 1.67
N 0.47647 15.40124 -4.39225 0.796 -0.798 -0.225 -0.45
H 1.95235 19.29254 -6.52794 -0.088 0.000 0.034 0.45
H 7.50879 10.49905 -3.37842 0.252 -0.098 -0.003 0.26
H 1.68298 16.52440 -2.11563 -0.052 -0.151 0.097 0.38
O 3.15558 15.46533 -9.18574 0.720 0.019 -0.003 -0.69
C 1.96955 18.22274 -6.74823 -0.163 -0.352 -0.063 -1.08
C 6.61875 18.95748 -9.05461 -0.399 -0.215 -1.331 1.78
H 2.29415 11.59635 -6.19524 2.633 0.277 0.586 0.43
H -2.20656 15.54418 -11.57275 -0.187 -0.175 -0.647 0.35
H 8.31837 18.12209 -8.06100 0.092 0.135 0.033 0.44
H 4.24903 12.15723 -6.58937 -0.424 0.127 -0.369 0.12
N -3.71270 12.60028 -10.79996 -0.141 -0.443 -0.044 -0.74
H 3.17744 12.65973 -14.28855 0.107 0.388 0.074 0.39
H 8.74994 19.42326 -9.20790 -0.013 0.036 0.041 0.44
C 6.23876 19.62810 -7.72344 -0.156 -0.963 -0.060 -1.50
O 2.10961 14.76223 -7.29741 0.016 -0.533 1.492 -0.44
N 6.45397 19.90243 -10.16264 1.123 1.629 0.525 0.40
H 0.17572 15.63427 -6.34571 -0.090 0.336 0.453 0.27
C 4.08376 20.17009 -10.84716 -0.164 -0.675 0.549 -1.52
C 4.32115 10.12231 -6.28561 -0.038 0.407 0.563 0.36
H 5.88370 22.14923 -8.67457 0.172 -0.080 -0.324 0.38
H 2.80145 9.25443 -7.61435 -0.032 0.092 0.147 0.33
C 4.63385 10.96867 -12.64905 0.278 0.676 -0.786 -1.42
C 1.18286 17.72221 -4.62139 -0.303 0.799 0.336 -0.90
H 0.15668 15.58525 -10.54327 -0.746 0.305 -0.071 0.37
C 4.97051 20.46638 -7.76758 0.715 0.694 -1.651 0.14
```
Forces are in eV/Å.

## Properties
**Net charge**: +1
**DFT total energy**: -69520.770 eV

# 2
Here is a 2-piece molecular cluster, C9H11BrNO5S overall in a non-equilibrium geometry from the Open Molecules 2025 dataset. Energies are from ωB97M-V/def2-TZVPD.

Structure (XYZ):
```
28
Properties=species:S:1:pos:R:3:forces:R:3:nbo_charge:R:1
O -0.30192 0.12007 4.32319 -0.684 0.121 -0.569 -0.68
C -2.06659 -0.00990 -2.37351 -1.458 -4.064 -3.153 0.47
H 0.00973 2.33325 -1.25459 1.606 -1.071 -0.589 0.29
C -0.97463 -1.87955 3.29695 0.450 0.003 -0.380 -0.10
H -1.07679 -2.95620 3.43339 -0.230 0.168 0.085 0.22
H -1.57938 2.00792 -3.39662 0.776 -1.756 0.310 0.28
C 2.75783 -0.25587 -3.01781 -3.390 1.014 -0.330 0.08
C -1.21801 0.90911 -3.41763 0.856 0.429 0.886 -0.55
C 0.03608 -1.26604 4.25438 -0.022 -0.584 0.336 -0.10
H 1.06229 -1.39107 3.90662 -0.108 0.248 0.018 0.21
O -2.20528 -1.21646 3.58312 0.201 0.641 0.547 -0.67
H 4.11308 0.48392 -1.51099 -0.956 0.026 -0.534 0.46
Br -2.35872 0.48486 -0.47666 0.433 -0.054 -1.449 0.07
O -2.54560 0.53942 5.30082 0.354 -0.015 -1.204 -0.86
H 2.55248 2.12129 -0.33543 0.127 -1.212 -1.501 0.28
O -2.51357 -1.09206 -2.83104 1.899 4.781 2.442 -0.48
H 3.49325 -0.98297 -3.50614 -0.866 1.409 1.183 0.27
H -0.06164 -1.69077 5.25723 0.026 -0.023 -0.085 0.20
C 0.78304 1.64031 -1.73525 2.897 -2.722 -1.787 -0.22
H 0.99610 -0.87940 -4.49091 0.657 1.049 1.380 0.29
N 3.15163 0.56947 -1.89478 -3.046 0.235 -0.989 -0.48
O -2.05301 1.16825 2.91572 0.111 -0.397 0.797 -0.91
C 1.30849 -0.21092 -3.62455 1.620 2.647 3.958 -0.22
C 2.25637 1.49526 -1.23873 -3.475 -0.885 -2.315 0.08
S -1.89137 0.30610 4.05110 -0.145 -0.131 0.321 2.51
H -0.71100 -1.66855 2.25588 0.049 -0.065 0.035 0.18
C 0.31818 0.77344 -2.94070 2.170 0.114 0.688 0.11
H -1.35935 0.54996 -4.49825 0.148 0.096 1.899 0.28
```
Forces are in eV/Å.

## Properties
**ΔE to the lowest compared entry with this formula, charge and spin**: 67.7 kcal per mole
**Net charge**: +1
**DFT total energy**: -102105.095 eV

Number 1: highest occupied orbital energy -8.918 eV, LUMO energy -3.449 eV, M 651.30 g/mol. Number 2: highest occupied orbital energy -13.384 eV, LUMO energy -5.277 eV, M 325.16 g/mol.